(1)
{
  "formula": "C22H27CrN2O7",
  "method": "the ωB97M-V functional and the def2-TZVPD basis",
  "elements": ["C", "H", "C", "C", "C", "O", "H", "O", "H", "H", "C", "C", "O", "C", "H", "Cr", "C", "N", "H", "H", "H", "O", "C", "H", "H", "C", "H", "H", "H", "H", "C", "C", "H", "H", "O", "H", "C", "O", "C", "H", "C", "H", "C", "C", "H", "H", "H", "C", "H", "C", "N", "C", "H", "O", "H", "C", "H", "C", "H"],
  "positions_angstrom": [[0.840, 3.901, -3.074], [-2.348, -3.748, 1.292], [-2.836, 2.078, 3.035], [-3.453, 1.131, 5.160], [1.631, 3.954, -4.194], [0.734, -2.284, -1.647], [-2.222, -0.478, 5.867], [-0.138, 0.115, 1.575], [-0.950, -4.476, -0.575], [-4.110, 1.112, 6.021], [-2.241, -0.410, -0.999], [0.912, 2.828, -2.168], [1.895, 0.701, -1.655], [-0.125, -3.961, -0.068], [4.620, -1.271, 1.744], [0.953, 0.247, -0.063], [0.967, -3.545, -1.050], [0.042, 1.987, -0.072], [3.185, 2.949, -5.297], [-0.965, -3.801, 2.408], [3.327, 1.033, -3.736], [2.575, -1.199, 0.494], [-2.396, 0.236, 5.070], [0.135, 4.701, -2.867], [-0.173, -2.767, -3.446], [1.809, 1.757, -2.421], [-2.982, 2.792, 2.235], [-1.587, -0.783, -3.453], [-2.212, -1.392, -0.522], [0.309, -4.673, 0.643], [2.660, -0.013, 0.814], [4.894, -0.242, 1.547], [5.412, 0.190, 2.396], [-1.818, -2.265, 2.136], [-0.988, -0.086, -1.599], [-0.596, 3.717, -0.870], [-0.388, -2.263, -2.498], [-0.613, -2.829, 0.607], [-0.723, -0.824, -2.785], [-4.499, 2.746, 4.211], [0.076, 2.872, -0.999], [5.520, -0.192, 0.660], [-0.872, 1.173, 1.762], [-1.562, 0.256, 3.961], [-3.034, -0.386, -1.751], [1.051, -4.318, -1.820], [1.556, 4.786, -4.884], [2.630, 1.845, -3.562], [-1.237, -2.768, -2.024], [-1.774, 1.179, 2.942], [-0.863, 2.217, 0.979], [2.540, 2.912, -4.426], [-0.735, -0.438, 3.870], [3.723, 0.572, 1.331], [1.917, -3.452, -0.534], [-3.672, 2.051, 4.139], [0.124, -0.334, -3.259], [-1.484, -3.186, 1.666], [-2.442, 0.349, -0.247]],
  "homo_lumo_gap_ha": [0.290, 0.283],
  "spin_multiplicity": 4,
  "total_charge": 0
}

(2)
{
  "formula": "C22H27FN2O3",
  "method": "the ωB97M-V functional and the def2-TZVPD basis",
  "elements": ["O", "C", "H", "O", "H", "C", "C", "N", "H", "H", "C", "H", "C", "H", "C", "H", "H", "H", "H", "H", "H", "H", "C", "H", "C", "H", "H", "H", "C", "C", "H", "H", "H", "F", "C", "C", "H", "H", "C", "C", "N", "C", "H", "C", "H", "H", "C", "C", "H", "C", "C", "O", "C", "C", "H"],
  "positions_angstrom": [[-1.134, -0.715, 1.833], [4.317, 1.362, 0.234], [-4.304, -0.925, -1.693], [-3.349, -1.080, 0.142], [2.304, -1.077, -1.143], [2.929, -0.659, -0.353], [3.616, 0.597, -0.894], [1.340, 1.642, -1.146], [-2.008, -0.503, 3.621], [-0.219, 1.689, 1.044], [-4.462, -1.314, -0.683], [5.203, 0.795, 0.530], [0.208, -1.907, 0.313], [1.284, 2.144, -0.278], [-0.711, -2.902, -1.670], [-5.287, -0.777, -0.215], [4.392, 0.269, -1.596], [-2.131, 1.174, -2.737], [-2.775, -2.551, -2.039], [3.675, -0.483, 2.191], [2.067, -2.470, 1.229], [1.002, -1.440, 2.220], [2.641, 1.448, -1.727], [1.326, -3.093, -1.070], [0.231, 1.044, -1.631], [-2.359, 2.417, 2.029], [2.612, 2.225, 1.246], [3.094, 2.426, -1.928], [-1.033, 1.430, -0.932], [1.379, -1.605, 1.210], [4.008, 1.948, 2.284], [2.183, 0.321, 2.737], [3.707, -1.403, -0.091], [-4.599, 2.573, 0.750], [0.362, -2.668, -0.837], [-2.143, -1.633, -0.209], [-4.708, -2.380, -0.735], [-0.587, -3.486, -2.568], [-3.399, 1.853, -1.145], [-1.092, 1.771, 0.416], [2.079, -0.393, 0.794], [-1.054, -1.414, 0.655], [4.654, 2.335, -0.129], [-2.293, 2.156, 0.984], [-2.647, -1.867, 2.671], [2.461, 0.942, -2.680], [-3.426, 2.195, 0.194], [-2.299, -0.831, 2.622], [-4.306, 1.892, -1.728], [3.426, 1.531, 1.459], [2.848, 0.184, 1.879], [0.234, 0.331, -2.618], [-1.953, -2.378, -1.364], [-2.195, 1.462, -1.698], [-3.108, -0.199, 2.252]],
  "homo_lumo_gap_ha": 0.324,
  "total_charge": 0
}

(3)
{
  "formula": "C22H27N3O5S",
  "method": "the ωB97M-V functional and the def2-TZVPD basis",
  "elements": ["C", "H", "C", "C", "N", "O", "H", "O", "C", "C", "C", "C", "H", "H", "H", "H", "C", "C", "H", "H", "C", "C", "C", "H", "H", "C", "H", "H", "H", "S", "C", "C", "N", "H", "H", "C", "H", "C", "O", "C", "C", "H", "H", "O", "C", "C", "H", "H", "N", "H", "H", "O", "H", "C", "H", "H", "H", "H"],
  "positions_angstrom": [[-3.139, -1.835, -0.093], [3.037, 1.679, -1.858], [1.447, 1.630, 1.658], [-1.343, 0.144, -0.977], [-1.069, -3.220, 0.225], [4.428, 0.306, 0.086], [6.551, 1.785, -2.073], [-4.278, 1.968, -2.373], [0.314, -3.107, -0.251], [-0.611, -5.315, 1.398], [0.522, -1.599, -0.485], [0.796, 2.270, 0.605], [-0.677, 0.914, -1.329], [0.904, 2.782, -1.469], [-0.088, -5.770, 0.562], [-2.925, 4.212, 2.397], [3.254, 0.999, 0.180], [5.918, 1.770, -1.190], [-0.922, 3.078, -0.153], [-2.576, 4.238, 0.656], [2.656, 1.004, 1.441], [-3.597, -0.585, -0.483], [1.397, 2.276, -0.650], [-4.826, 3.136, -0.085], [0.119, -4.876, 2.075], [-3.502, 2.396, 1.337], [-4.647, -0.346, -0.456], [1.003, 1.633, 2.639], [5.959, -0.378, -0.980], [-3.327, 2.002, -1.307], [-1.773, -2.073, -0.137], [-2.578, 3.618, 1.552], [-4.204, 2.359, 0.075], [4.617, 0.218, -1.977], [1.102, -1.405, -1.385], [-2.707, 0.383, -0.909], [0.210, -4.925, -1.446], [2.611, 1.650, -0.867], [-2.772, -4.318, 1.223], [-1.595, -4.262, 0.942], [5.217, 0.419, -1.080], [-2.914, 1.474, 1.378], [-0.178, -3.446, -2.321], [-2.205, 2.904, -1.468], [-1.168, 3.122, 1.858], [-0.882, -1.088, -0.581], [1.502, -3.816, -1.906], [6.535, 1.936, -0.310], [-0.456, 2.877, 0.731], [-1.166, -6.083, 1.931], [-4.250, 2.344, 2.131], [-0.778, 2.934, 2.992], [3.167, 0.502, 2.248], [0.473, -3.877, -1.564], [5.194, 2.578, -1.258], [1.036, -1.120, 0.352], [1.004, -3.497, 0.500], [-3.818, -2.597, 0.250]],
  "homo_lumo_gap_ha": 0.312,
  "total_charge": 0
}

(4)
{
  "formula": "C22H27N3O5S",
  "method": "the ωB97M-V functional and the def2-TZVPD basis",
  "elements": ["C", "N", "C", "C", "H", "H", "H", "H", "H", "C", "C", "C", "C", "H", "O", "C", "H", "H", "C", "O", "H", "H", "H", "C", "S", "C", "H", "C", "O", "H", "C", "H", "O", "N", "H", "C", "H", "H", "H", "C", "C", "C", "C", "H", "C", "H", "N", "H", "H", "C", "C", "C", "H", "O", "H", "H", "H", "H"],
  "positions_angstrom": [[-4.489, -1.070, -0.049], [-1.883, 1.913, -0.423], [3.619, -1.670, 1.868], [-3.308, 2.148, -0.518], [0.872, 2.837, -1.818], [-3.748, 1.639, 1.533], [7.223, -0.353, -0.354], [-6.887, -0.818, -2.585], [7.229, -1.287, -1.870], [-2.240, -0.326, 0.454], [3.439, -1.058, 0.633], [1.489, -2.751, 1.645], [2.279, -1.294, -0.093], [2.516, 1.422, 2.609], [-1.477, 3.997, 0.342], [-1.072, 2.883, 0.071], [2.153, -0.818, -1.052], [-0.438, 0.405, -0.500], [-6.701, -1.779, -2.109], [-4.124, -2.201, -0.272], [5.123, 1.751, 0.074], [3.236, 2.157, -1.530], [0.730, -3.410, 2.037], [0.838, 2.113, 1.483], [5.070, -0.423, -1.368], [-4.040, 1.303, 0.531], [6.541, -2.006, -0.394], [1.236, 2.526, -0.850], [-5.768, -0.648, -0.158], [2.786, -2.982, 3.333], [1.313, -2.146, 0.412], [-7.475, -2.480, -2.409], [5.262, 0.842, -2.018], [-3.664, -0.086, 0.384], [-5.118, 1.398, 0.420], [2.159, 1.736, 1.639], [-5.736, -2.158, -2.436], [-6.472, -2.585, -0.120], [-1.879, -0.060, 1.453], [6.699, -1.091, -0.947], [3.025, 1.745, 0.555], [2.643, -2.511, 2.372], [-6.709, -1.628, -0.594], [4.522, -1.478, 2.428], [-1.516, 0.527, -0.597], [0.416, -2.336, -0.159], [4.442, -0.179, 0.155], [-7.675, -1.264, -0.239], [-2.069, -1.389, 0.277], [0.365, 2.488, 0.233], [4.415, 1.182, 0.677], [2.558, 2.155, -0.689], [4.742, 1.168, 1.722], [4.338, -1.444, -2.054], [-3.649, 1.872, -1.522], [-3.484, 3.211, -0.347], [0.167, 2.106, 2.330], [-1.826, 0.206, -1.598]],
  "homo_lumo_gap_ha": 0.349,
  "total_charge": 0
}

Relative energy (zero: lowest compared OMol25 entry of this formula, charge and spin), record by record: 0.000; 0.621; 0.896; 1.138 eV
Largest force on an atom, record by record: 0.7; 0.6; 1.0; 1.1 eV/Å